ORCA calculation (ωB97M-V/def2-TZVPD) on a 2-piece molecular cluster, C3H4BrNO overall at a distorted geometry.

Computed properties:
Energy relative to the best compared isomer or geometry (same formula, charge and spin): 81.4 kJ/mol
HOMO: -9.48 eV
Structure (SMILES): C=CBr.N=C=O
Electronic energy: -2820.68237 Eh
Total charge: 0
Molar mass: 149.98 u
HOMO-LUMO gap: 0.3765 hartree

Cartesian coordinates (Å):
C: 0.334 -1.238 -0.610
C: 0.617 -1.482 0.688
Br: 2.032 -0.512 1.639
H: -0.521 -1.774 -1.056
H: 0.828 -0.598 -1.242
H: 0.186 -2.336 1.282
N: -0.986 1.858 -0.886
C: -0.789 1.731 0.268
O: -0.464 1.709 1.388
H: -1.238 2.642 -1.473

Atomic charges from the Löwdin analysis, expressed in e, are listed below: atom 1 (C): -0.11, atom 2 (C): -0.59, atom 3 (Br): 0.59, atom 4 (H): 0.07, atom 5 (H): 0.02, atom 6 (H): 0.06, atom 7 (N): 0.19, atom 8 (C): -0.44, atom 9 (O): 0.12, atom 10 (H): 0.10

ORCA calculation (ωB97M-V/def2-TZVPD) on a 6-piece molecular cluster, C33H32F5O20 overall at a distorted geometry.

Computed properties:
HOMO: -5.73 eV
Electronic energy: -3280.96336 Eh
Total charge: -1
Molar mass: 843.59 u
HOMO-LUMO gap: 0.2582 hartree

Cartesian coordinates (Å):
C: 5.109 -3.319 0.212
C: 4.311 -2.071 -0.053
C: 4.488 -0.890 0.679
C: 3.755 0.250 0.372
C: 2.812 0.281 -0.655
C: 2.026 1.519 -1.011
C: 1.100 1.998 0.129
C: 2.993 2.640 -1.513
C: 2.619 -0.907 -1.369
O: 1.706 -0.920 -2.410
C: 0.619 -1.809 -2.231
C: -0.205 -1.477 -1.023
C: -0.033 -2.101 0.140
C: -0.869 -1.804 1.319
O: -0.714 -2.433 2.347
C: -1.879 -0.739 1.232
C: -2.078 -0.094 0.078
C: -3.155 1.009 0.062
O: -4.040 0.900 0.940
O: -3.032 1.914 -0.770
C: -1.266 -0.438 -1.131
O: -1.451 0.119 -2.187
C: 3.353 -2.052 -1.067
H: 6.088 -3.273 -0.273
H: 4.608 -4.186 -0.215
H: 5.316 -3.484 1.262
H: 5.205 -0.905 1.483
H: 3.946 1.141 0.961
H: 1.391 1.290 -1.857
H: 1.223 1.440 1.057
H: 1.219 3.057 0.348
H: 0.060 1.864 -0.173
H: 2.943 2.654 -2.604
H: 2.733 3.606 -1.129
H: 4.013 2.353 -1.270
H: 0.902 -2.864 -2.219
H: -0.015 -1.676 -3.106
H: 0.726 -2.862 0.268
H: -2.458 -0.470 2.101
H: 3.197 -2.968 -1.625
C: -6.717 -1.145 0.056
C: -7.156 -1.742 1.366
O: -7.915 -2.876 0.949
C: -7.393 -3.273 -0.252
O: -7.609 -4.331 -0.748
O: -6.609 -2.316 -0.776
F: -7.969 -0.909 2.062
H: -7.469 -0.474 -0.361
H: -5.768 -0.618 0.127
H: -6.338 -2.067 2.011
C: -2.725 2.999 -3.553
C: -3.601 2.652 -4.729
O: -3.445 3.782 -5.580
C: -2.207 4.296 -5.330
O: -1.653 5.076 -6.038
O: -1.701 3.797 -4.189
F: -4.909 2.542 -4.385
H: -3.248 3.601 -2.812
H: -2.302 2.130 -3.056
H: -3.300 1.753 -5.269
C: 8.828 0.117 3.512
C: 9.586 -1.178 3.684
O: 8.544 -2.128 3.804
C: 7.474 -1.638 3.109
O: 6.532 -2.274 2.782
O: 7.646 -0.321 2.838
F: 10.328 -1.184 4.820
H: 8.559 0.559 4.472
H: 9.364 0.852 2.918
H: 10.224 -1.446 2.840
C: 2.754 7.743 -1.871
C: 4.147 8.229 -1.545
O: 4.593 7.273 -0.603
C: 3.941 6.101 -0.883
O: 4.249 5.037 -0.471
O: 2.891 6.330 -1.709
F: 4.134 9.456 -0.962
H: 2.017 8.123 -1.162
H: 2.439 7.990 -2.881
H: 4.831 8.246 -2.395
C: -7.850 -5.572 2.871
C: -8.984 -6.349 3.494
O: -8.320 -7.473 4.043
C: -7.046 -7.078 4.345
O: -6.307 -7.680 5.047
O: -6.756 -5.903 3.739
F: -9.881 -6.773 2.570
H: -7.629 -5.910 1.858
H: -8.028 -4.502 2.854
H: -9.514 -5.820 4.288

Atomic charges from the Löwdin analysis, expressed in e, are listed below: atom 1 (C): -0.05, atom 2 (C): -0.25, atom 3 (C): -0.03, atom 4 (C): -0.02, atom 5 (C): -0.14, atom 6 (C): -0.32, atom 7 (C): -0.03, atom 8 (C): -0.04, atom 9 (C): -0.22, atom 10 (O): -0.04, atom 11 (C): -0.14, atom 12 (C): -0.10, atom 13 (C): 0.08, atom 14 (C): -0.37, atom 15 (O): 0.09, atom 16 (C): 0.07, atom 17 (C): -0.03, atom 18 (C): -0.68, atom 19 (O): -0.06, atom 20 (O): -0.01, atom 21 (C): -0.28, atom 22 (O): 0.12, atom 23 (C): 0.02, atom 24 (H): 0.08, atom 25 (H): 0.07, atom 26 (H): 0.05, atom 27 (H): 0.08, atom 28 (H): 0.12, atom 29 (H): 0.12, atom 30 (H): 0.08, atom 31 (H): 0.07, atom 32 (H): 0.06, atom 33 (H): 0.08, atom 34 (H): 0.03, atom 35 (H): 0.07, atom 36 (H): 0.12, atom 37 (H): 0.13, atom 38 (H): 0.13, atom 39 (H): 0.12, atom 40 (H): 0.12, atom 41 (C): -0.03, atom 42 (C): -0.30, atom 43 (O): 0.09, atom 44 (C): -0.56, atom 45 (O): 0.16, atom 46 (O): 0.08, atom 47 (F): 0.07, atom 48 (H): 0.15, atom 49 (H): 0.12, atom 50 (H): 0.18, atom 51 (C): -0.04, atom 52 (C): -0.31, atom 53 (O): 0.12, atom 54 (C): -0.57, atom 55 (O): 0.15, atom 56 (O): 0.08, atom 57 (F): 0.07, atom 58 (H): 0.14, atom 59 (H): 0.10, atom 60 (H): 0.17, atom 61 (C): -0.05, atom 62 (C): -0.32, atom 63 (O): 0.14, atom 64 (C): -0.53, atom 65 (O): 0.18, atom 66 (O): 0.08, atom 67 (F): 0.07, atom 68 (H): 0.15, atom 69 (H): 0.14, atom 70 (H): 0.17, atom 71 (C): -0.05, atom 72 (C): -0.32, atom 73 (O): 0.13, atom 74 (C): -0.53, atom 75 (O): 0.18, atom 76 (O): 0.08, atom 77 (F): 0.07, atom 78 (H): 0.15, atom 79 (H): 0.14, atom 80 (H): 0.17, atom 81 (C): -0.05, atom 82 (C): -0.31, atom 83 (O): 0.13, atom 84 (C): -0.55, atom 85 (O): 0.18, atom 86 (O): 0.08, atom 87 (F): 0.07, atom 88 (H): 0.15, atom 89 (H): 0.13, atom 90 (H): 0.17

ORCA calculation (ωB97M-V/def2-TZVPD) on a 13-piece molecular cluster, C76H158F14N9O17S6 overall at a distorted geometry.

Computed properties:
HOMO: -13.75 eV
Electronic energy: -8548.81768 Eh
Total charge: +3
Molar mass: 1928.52 u
HOMO-LUMO gap: 0.2926 hartree

Cartesian coordinates (Å):
C: -5.677 -4.267 -6.257
C: -5.823 -4.451 -4.728
C: -6.246 -3.091 -4.187
N: -6.530 -2.961 -2.772
C: -7.132 -1.567 -2.668
C: -7.552 -1.195 -1.258
C: -8.632 -2.170 -0.737
C: -8.147 -3.585 -0.922
C: -7.545 -4.013 -2.306
C: -5.224 -3.095 -2.044
H: -5.024 -3.425 -6.484
H: -6.691 -4.006 -6.695
H: -5.375 -5.175 -6.750
H: -4.836 -4.828 -4.488
H: -6.579 -5.168 -4.482
H: -7.111 -2.793 -4.779
H: -5.502 -2.322 -4.446
H: -7.958 -1.601 -3.333
H: -6.404 -0.926 -3.160
H: -7.961 -0.211 -1.324
H: -6.681 -1.092 -0.600
H: -9.579 -1.947 -1.163
H: -8.721 -2.072 0.359
H: -8.863 -4.393 -0.634
H: -7.389 -3.812 -0.162
H: -8.193 -4.141 -3.207
H: -6.944 -4.933 -2.045
H: -4.785 -4.057 -2.383
H: -5.417 -3.063 -0.921
H: -4.550 -2.297 -2.303
C: 4.628 4.112 -1.833
C: 4.287 4.953 -0.637
C: 3.382 6.161 -0.988
N: 3.449 7.293 0.021
C: 2.262 8.224 -0.390
C: 2.144 9.411 0.572
C: 2.105 9.058 2.068
C: 3.149 7.936 2.432
C: 3.224 6.816 1.404
C: 4.761 8.104 -0.085
H: 5.307 3.276 -1.553
H: 5.143 4.667 -2.628
H: 3.793 3.670 -2.316
H: 5.199 5.296 -0.157
H: 3.854 4.278 0.111
H: 2.339 5.778 -1.114
H: 3.708 6.644 -1.922
H: 1.427 7.554 -0.306
H: 2.440 8.390 -1.495
H: 1.140 9.874 0.381
H: 2.917 10.137 0.324
H: 1.052 8.652 2.175
H: 2.337 9.807 2.803
H: 3.015 7.397 3.377
H: 4.177 8.382 2.616
H: 2.318 6.243 1.420
H: 4.040 6.094 1.519
H: 4.817 8.502 -1.060
H: 5.567 7.428 -0.005
H: 4.651 8.933 0.672
C: -2.427 2.293 -9.412
C: -1.789 1.596 -8.199
C: -0.274 1.641 -8.458
N: 0.676 0.958 -7.443
C: 0.278 -0.496 -7.249
C: 1.385 -1.266 -6.470
C: 2.755 -1.215 -7.096
C: 3.198 0.267 -7.212
C: 2.134 1.025 -8.005
C: 0.434 1.608 -6.118
H: -2.645 3.335 -9.230
H: -3.342 1.730 -9.570
H: -1.749 2.248 -10.249
H: -2.057 0.555 -8.070
H: -2.133 2.056 -7.244
H: 0.081 2.647 -8.564
H: 0.094 1.110 -9.395
H: 0.186 -0.820 -8.329
H: -0.674 -0.636 -6.745
H: 0.925 -2.248 -6.439
H: 1.388 -0.915 -5.432
H: 2.654 -1.650 -8.047
H: 3.466 -1.819 -6.578
H: 4.180 0.307 -7.775
H: 3.324 0.731 -6.210
H: 2.023 0.648 -9.033
H: 2.346 2.096 -8.093
H: -0.655 1.414 -5.883
H: 0.670 2.694 -6.181
H: 1.124 1.169 -5.425
C: -2.356 1.447 6.674
C: -3.355 2.596 6.490
C: -3.805 2.588 5.032
N: -5.240 3.067 4.862
C: -5.408 4.483 5.395
C: -6.793 5.062 4.995
C: -6.955 5.033 3.525
C: -6.808 3.683 2.931
C: -5.514 3.009 3.332
C: -6.221 2.234 5.603
H: -1.627 1.492 5.846
H: -2.839 0.492 6.581
H: -1.755 1.416 7.614
H: -2.862 3.582 6.632
H: -4.118 2.463 7.301
H: -3.834 1.562 4.624
H: -3.231 3.231 4.327
H: -4.607 5.153 5.051
H: -5.177 4.423 6.434
H: -6.960 6.077 5.352
H: -7.580 4.446 5.483
H: -6.247 5.777 3.044
H: -7.883 5.528 3.249
H: -6.804 3.615 1.850
H: -7.699 3.099 3.280
H: -4.760 3.515 2.698
H: -5.505 1.952 3.108
H: -5.796 1.252 5.557
H: -7.221 2.210 5.060
H: -6.277 2.482 6.651
C: 0.207 -3.807 -4.176
C: 1.733 -4.086 -4.290
C: 1.885 -5.616 -4.000
N: 3.301 -6.234 -4.056
C: 4.145 -5.317 -3.099
C: 5.499 -5.960 -2.708
C: 5.446 -7.447 -2.233
C: 4.555 -8.219 -3.213
C: 3.193 -7.636 -3.467
C: 3.856 -6.239 -5.462
H: -0.160 -4.163 -3.212
H: -0.384 -4.385 -4.923
H: -0.033 -2.756 -4.304
H: 2.293 -3.517 -3.564
H: 2.009 -3.853 -5.304
H: 1.209 -6.247 -4.653
H: 1.473 -5.762 -3.009
H: 3.527 -5.171 -2.244
H: 4.285 -4.361 -3.556
H: 5.932 -5.289 -1.946
H: 6.214 -5.894 -3.526
H: 5.130 -7.619 -1.228
H: 6.446 -7.888 -2.263
H: 4.461 -9.233 -2.890
H: 5.076 -8.359 -4.202
H: 2.656 -7.541 -2.495
H: 2.667 -8.218 -4.232
H: 4.920 -6.408 -5.405
H: 3.612 -5.254 -5.811
H: 3.331 -7.009 -6.008
C: 6.402 -0.444 2.160
C: 5.563 -1.507 2.832
C: 5.342 -2.676 1.818
N: 4.821 -3.991 2.365
C: 5.867 -4.631 3.243
C: 5.272 -5.819 4.076
C: 3.976 -5.461 4.826
C: 2.893 -5.031 3.721
C: 3.475 -3.778 3.075
C: 4.564 -4.873 1.190
H: 7.307 -1.003 1.894
H: 6.643 0.322 2.917
H: 6.011 -0.003 1.227
H: 4.573 -1.210 3.159
H: 6.118 -1.808 3.720
H: 6.289 -2.836 1.293
H: 4.658 -2.325 1.018
H: 6.154 -3.822 3.987
H: 6.774 -4.775 2.674
H: 6.025 -6.173 4.790
H: 5.113 -6.681 3.413
H: 4.115 -4.512 5.411
H: 3.623 -6.238 5.430
H: 1.906 -4.811 4.048
H: 2.731 -5.809 3.005
H: 3.622 -3.063 3.862
H: 2.855 -3.261 2.369
H: 3.800 -4.401 0.542
H: 4.164 -5.798 1.628
H: 5.451 -4.967 0.590
C: 1.200 0.016 5.437
C: 1.391 1.492 5.100
C: 2.343 2.129 6.180
N: 2.725 3.589 5.945
C: 1.436 4.421 6.082
C: 0.959 4.453 7.502
C: 2.110 4.893 8.363
C: 3.518 4.128 8.228
C: 3.831 4.166 6.753
C: 3.186 3.651 4.518
H: 2.113 -0.559 5.491
H: 0.563 -0.472 4.694
H: 0.632 -0.064 6.379
H: 0.496 2.080 5.026
H: 1.934 1.539 4.165
H: 3.222 1.494 6.155
H: 1.980 2.115 7.168
H: 0.713 4.035 5.369
H: 1.766 5.353 5.657
H: 0.505 3.469 7.787
H: 0.212 5.237 7.637
H: 1.926 4.983 9.432
H: 2.347 5.922 8.031
H: 3.437 3.137 8.658
H: 4.280 4.641 8.719
H: 4.731 3.593 6.479
H: 3.890 5.196 6.432
H: 3.906 2.879 4.450
H: 3.577 4.630 4.265
H: 2.449 3.597 3.755
C: 0.890 -0.681 0.493
C: -0.158 -0.478 -0.620
C: -0.771 -1.806 -0.974
C: -1.775 -2.434 0.020
C: -2.852 -1.416 0.398
C: -2.324 -0.110 0.872
N: -1.200 0.477 0.034
O: -0.926 1.538 0.001
C: -1.793 -0.297 2.371
C: -3.409 0.959 0.822
C: 0.409 0.231 -1.788
H: 1.747 -1.015 -0.034
H: 0.631 -1.389 1.282
H: 1.160 0.309 0.880
H: -0.020 -2.462 -1.414
H: -1.421 -1.529 -1.758
H: -1.297 -2.808 0.923
H: -2.331 -3.304 -0.423
H: -3.471 -1.931 1.124
H: -3.546 -1.262 -0.441
H: -1.016 -1.017 2.489
H: -2.592 -0.621 2.974
H: -1.493 0.655 2.808
H: -4.249 0.371 1.138
H: -3.647 1.125 -0.220
H: -3.092 1.866 1.373
H: -0.436 0.501 -2.399
H: 0.917 -0.470 -2.407
H: 0.974 1.109 -1.509
N: -4.699 -2.537 3.377
S: -5.811 -3.136 2.199
O: -5.899 -2.281 1.041
O: -6.959 -3.864 2.624
F: -4.814 -4.273 1.607
S: -5.032 -1.268 4.229
O: -5.576 -0.082 3.712
O: -3.844 -1.068 5.036
F: -6.242 -1.808 5.152
C: -0.497 5.357 0.842
F: -1.627 4.882 0.282
F: 0.494 5.006 0.023
F: -0.550 6.735 0.938
S: -0.166 4.676 2.563
O: -1.164 5.321 3.453
O: -0.279 3.238 2.476
O: 1.232 5.138 2.913
C: -3.484 1.654 -3.925
F: -2.775 2.031 -2.821
F: -4.780 1.764 -3.605
F: -3.136 2.408 -4.934
S: -3.081 -0.154 -4.226
O: -4.031 -0.443 -5.238
O: -1.732 -0.201 -4.651
O: -3.289 -0.813 -2.960
C: -0.400 -6.204 0.094
F: -1.342 -5.365 0.550
F: -0.235 -7.160 1.024
F: -0.742 -6.754 -1.148
S: 1.183 -5.393 -0.156
O: 2.051 -6.531 -0.372
O: 0.995 -4.522 -1.363
O: 1.501 -4.545 0.970
C: 5.865 -0.878 -2.618
F: 6.297 0.389 -2.702
F: 6.016 -1.433 -3.848
F: 6.659 -1.547 -1.755
S: 4.047 -0.947 -2.172
O: 3.741 -2.314 -1.927
O: 3.941 -0.120 -0.991
O: 3.390 -0.385 -3.322

Here are the Löwdin charges for atoms 1 to 99, given in e: atom 1 (C): -0.09, atom 2 (C): -0.21, atom 3 (C): -0.20, atom 4 (N): -0.27, atom 5 (C): -0.08, atom 6 (C): -0.14, atom 7 (C): -0.16, atom 8 (C): -0.16, atom 9 (C): -0.05, atom 10 (C): 0.03, atom 11 (H): 0.08, atom 12 (H): 0.10, atom 13 (H): 0.07, atom 14 (H): 0.11, atom 15 (H): 0.10, atom 16 (H): 0.14, atom 17 (H): 0.12, atom 18 (H): 0.13, atom 19 (H): 0.13, atom 20 (H): 0.11, atom 21 (H): 0.09, atom 22 (H): 0.11, atom 23 (H): 0.12, atom 24 (H): 0.14, atom 25 (H): 0.08, atom 26 (H): 0.15, atom 27 (H): 0.15, atom 28 (H): 0.12, atom 29 (H): 0.10, atom 30 (H): 0.06, atom 31 (C): -0.09, atom 32 (C): -0.24, atom 33 (C): -0.11, atom 34 (N): -0.26, atom 35 (C): -0.08, atom 36 (C): -0.16, atom 37 (C): -0.14, atom 38 (C): -0.15, atom 39 (C): -0.15, atom 40 (C): 0.07, atom 41 (H): 0.10, atom 42 (H): 0.09, atom 43 (H): 0.07, atom 44 (H): 0.10, atom 45 (H): 0.12, atom 46 (H): 0.14, atom 47 (H): 0.14, atom 48 (H): 0.10, atom 49 (H): 0.16, atom 50 (H): 0.14, atom 51 (H): 0.11, atom 52 (H): 0.13, atom 53 (H): 0.11, atom 54 (H): 0.11, atom 55 (H): 0.13, atom 56 (H): 0.09, atom 57 (H): 0.13, atom 58 (H): 0.09, atom 59 (H): 0.09, atom 60 (H): 0.12, atom 61 (C): -0.07, atom 62 (C): -0.21, atom 63 (C): -0.13, atom 64 (N): -0.27, atom 65 (C): -0.09, atom 66 (C): -0.17, atom 67 (C): -0.17, atom 68 (C): -0.13, atom 69 (C): -0.09, atom 70 (C): 0.01, atom 71 (H): 0.08, atom 72 (H): 0.08, atom 73 (H): 0.07, atom 74 (H): 0.11, atom 75 (H): 0.11, atom 76 (H): 0.12, atom 77 (H): 0.15, atom 78 (H): 0.16, atom 79 (H): 0.11, atom 80 (H): 0.10, atom 81 (H): 0.11, atom 82 (H): 0.10, atom 83 (H): 0.10, atom 84 (H): 0.14, atom 85 (H): 0.12, atom 86 (H): 0.13, atom 87 (H): 0.13, atom 88 (H): 0.09, atom 89 (H): 0.12, atom 90 (H): 0.08, atom 91 (C): -0.09, atom 92 (C): -0.21, atom 93 (C): -0.12, atom 94 (N): -0.24, atom 95 (C): -0.09, atom 96 (C): -0.16, atom 97 (C): -0.23, atom 98 (C): -0.18, atom 99 (C): -0.10

Lowest unoccupied orbital energy readings, ordered: 0.769; 1.292; -5.787 eV